The following is a quantum chemistry calculation of 7 unconnected molecules or ions with the total composition H14O7 in a non-equilibrium geometry, from the Open Molecules 2025 dataset.

Results
electronic energy	-535.059965	hartree
gap between HOMO and LUMO	10.18	eV
relative energy (zero: lowest compared OMol25 entry of this formula, charge and spin)	167.71	kJ/mol

Geometry as ORCA input:
```
! wB97M-V def2-TZVPD RIJCOSX def2/J DEFGRID3
* xyz 0 1
O 3.88 -1.75 1.48
H 4.71 -1.72 1.00
H 3.28 -1.49 0.74
O -1.15 2.34 -1.45
H -1.84 2.85 -1.82
H -1.53 2.18 -0.55
O -1.74 -0.43 -2.07
H -1.28 -1.01 -2.69
H -1.18 0.34 -2.15
O -0.30 -0.69 0.29
H -0.83 -0.51 -0.50
H 0.52 -1.01 -0.10
O 2.28 -1.12 -0.66
H 2.24 -0.21 -0.98
H 2.40 -1.65 -1.45
O -0.63 -0.28 2.97
H -1.60 -0.33 2.99
H -0.49 -0.42 2.03
O -1.90 1.82 1.02
H -2.78 2.22 0.98
H -2.07 0.89 0.93
*
```